<a>
C4H13N2 | wB97M-V/def2-TZVPD

Geometry as XYZ:
```
19
C4H13N2, DFT wB97M-V/def2-TZVPD
C 2.445 0.069 0.099
C -0.459 -0.581 -1.358
C -1.763 0.831 0.079
C -0.311 -0.822 1.045
N 0.561 1.133 -0.138
N -0.457 0.145 -0.069
H 2.420 -0.211 1.135
H 2.384 -0.680 -0.664
H 3.041 0.930 -0.144
H -1.208 -1.370 -1.344
H -0.672 0.118 -2.163
H 0.518 -1.019 -1.539
H -1.835 1.305 1.057
H -1.870 1.592 -0.691
H -2.571 0.107 -0.020
H 0.547 -1.468 0.869
H -0.173 -0.293 1.987
H -1.200 -1.445 1.123
H 0.603 1.659 0.735
```

- Kohn-Sham gap (eV) = 10.30
- molar mass (g mol⁻¹) = 89.16
- LUMO energy (eV) = -4.221
- net charge = +1



<b>
C4H13N2 | wB97M-V/def2-TZVPD

Geometry as XYZ:
```
19
C4H13N2, DFT wB97M-V/def2-TZVPD
N 1.486 -0.656 -1.550
C 0.809 0.060 -0.217
C 1.676 -0.190 0.968
C -0.622 -0.479 -0.113
N -1.124 0.440 0.900
C -2.432 1.128 0.417
H 0.847 -0.756 -2.322
H 2.155 -0.001 -1.839
H 1.961 -1.554 -1.429
H 0.833 1.068 -0.527
H 1.841 -1.255 1.228
H 1.126 0.300 1.879
H 2.768 0.136 0.993
H -1.140 -0.520 -1.106
H -0.650 -1.563 0.089
H -1.357 -0.117 1.664
H -2.656 0.854 -0.600
H -3.240 0.936 1.007
H -2.281 2.168 0.558
```

- Kohn-Sham gap (eV) = 9.92
- molar mass (g mol⁻¹) = 89.16
- LUMO energy (eV) = -3.476
- net charge = +1
- SMILES = CNC[C@@H](C)[NH3+]



<c>
C4H13N2 | wB97M-V/def2-TZVPD

Geometry as XYZ:
```
19
C4H13N2, DFT wB97M-V/def2-TZVPD
C 1.417 0.777 1.655
C 0.510 0.652 0.438
C -0.651 -0.305 0.731
C -1.710 -0.266 -0.365
N -1.092 -0.775 -1.610
N 1.370 0.069 -0.647
H 1.054 1.486 2.405
H 2.365 1.188 1.433
H 1.462 -0.131 2.260
H 0.192 1.632 0.089
H -0.989 -0.186 1.755
H -0.186 -1.297 0.668
H -2.545 -0.902 -0.090
H -2.064 0.753 -0.508
H -1.047 -1.782 -1.488
H 0.747 -0.386 -1.353
H -1.726 -0.662 -2.395
H 2.082 -0.600 -0.360
H 1.853 0.800 -1.172
```

- Kohn-Sham gap (eV) = 11.29
- molar mass (g mol⁻¹) = 89.16
- LUMO energy (eV) = -3.044
- net charge = +1
- SMILES = C[C@@H]([NH3+])CCN



<d>
C4H13N2 | wB97M-V/def2-TZVPD

Geometry as XYZ:
```
19
C4H13N2, DFT wB97M-V/def2-TZVPD
C -1.680 1.540 -0.134
C -0.375 0.871 0.273
C 0.333 0.230 -0.894
C 1.630 -0.520 -0.525
N 1.256 -1.811 0.050
N -0.698 -0.297 1.241
H -2.114 1.072 -1.006
H -2.413 1.488 0.667
H -1.476 2.580 -0.374
H 0.207 1.522 0.907
H 0.540 0.951 -1.673
H -0.324 -0.519 -1.331
H 2.313 -0.480 -1.371
H 2.147 0.041 0.265
H 0.853 -2.406 -0.679
H 2.082 -2.363 0.296
H 0.052 -1.030 1.119
H -0.813 -0.032 2.215
H -1.521 -0.838 0.954
```

- Kohn-Sham gap (eV) = 11.52
- molar mass (g mol⁻¹) = 89.16
- LUMO energy (eV) = -2.990
- net charge = +1
- SMILES = C[C@@H]([NH3+])CCN



Most stable: <d> (next structure +7.9 kJ/mol)



<a>
C4H13N2 | wB97M-V/def2-TZVPD

Geometry as XYZ:
```
19
C4H13N2, DFT wB97M-V/def2-TZVPD
C -1.038 0.390 -0.935
C -0.166 -0.834 -1.052
C 0.721 -1.070 0.160
C 1.165 0.133 1.018
N 1.513 1.318 0.197
N -1.905 0.310 0.353
H -0.534 1.355 -0.891
H -1.806 0.505 -1.699
H 0.431 -0.928 -1.957
H -0.962 -1.581 -1.233
H 0.393 -1.917 0.771
H 1.704 -1.440 -0.146
H 2.006 -0.244 1.606
H 0.417 0.493 1.735
H 2.020 0.982 -0.622
H 2.248 1.798 0.704
H -1.512 0.875 1.104
H -1.801 -0.656 0.685
H -2.894 0.512 0.204
```

- Kohn-Sham gap (eV) = 10.06
- molar mass (g mol⁻¹) = 89.16
- LUMO energy (eV) = -3.507
- net charge = +1
- SMILES = NCCCC[NH3+]



<b>
C4H13N2 | wB97M-V/def2-TZVPD

Geometry as XYZ:
```
19
C4H13N2, DFT wB97M-V/def2-TZVPD
C 0.746 -0.766 -1.267
C -0.121 -1.195 -0.036
C -0.311 -0.024 1.001
C -1.136 1.278 0.789
N -2.405 0.995 0.168
N 2.236 -0.562 -0.822
H 0.546 0.302 -1.587
H 0.861 -1.428 -2.124
H -1.061 -1.649 -0.364
H 0.369 -1.967 0.606
H 0.683 0.358 1.261
H -0.863 -0.357 1.955
H -1.315 1.728 1.709
H -0.477 1.895 0.125
H -2.989 1.090 0.908
H -2.609 1.814 -0.410
H 2.321 -0.019 0.171
H 2.759 -1.476 -0.578
H 2.767 -0.018 -1.505
```

- Kohn-Sham gap (eV) = 9.10
- molar mass (g mol⁻¹) = 89.16
- LUMO energy (eV) = -3.860
- net charge = +1
- SMILES = NCCCC[NH3+]



Most stable: <a> (next structure +83.5 kJ/mol)



<a>
C4H14O2 | wB97M-V/def2-TZVPD

Geometry as XYZ:
```
20
C4H14O2, DFT wB97M-V/def2-TZVPD
C 0.124 -2.959 -2.148
C 0.340 -1.666 -1.390
C 0.782 -1.891 0.050
C 0.370 -0.833 1.038
H 0.195 -2.900 -3.217
H -0.690 -3.576 -1.763
H 1.005 -3.576 -1.927
H -0.559 -1.025 -1.398
H 1.011 -0.981 -1.915
H 1.878 -1.873 0.005
H 0.648 -2.903 0.450
H 0.529 0.165 0.617
H 0.821 -0.860 2.029
H -0.713 -0.721 1.178
H 1.890 4.904 4.052
H 1.067 4.342 5.147
O 1.318 5.198 4.775
H -2.601 3.513 -1.634
H -3.866 4.034 -2.374
O -3.552 3.608 -1.575
```

- Kohn-Sham gap (eV) = 11.44
- molar mass (g mol⁻¹) = 94.15
- LUMO energy (eV) = 0.663
- SMILES = CCCC.O.O



<b>
C4H14O2 | wB97M-V/def2-TZVPD

Geometry as XYZ:
```
20
C4H14O2, DFT wB97M-V/def2-TZVPD
C -2.015 -0.542 -0.754
C -1.886 0.773 0.119
C -0.716 1.645 -0.439
C 0.690 1.409 0.136
H -1.049 -0.938 -0.868
H -2.449 -0.330 -1.752
H -2.755 -1.255 -0.320
H -1.725 0.549 1.049
H -2.756 1.435 0.040
H -0.975 2.597 -0.095
H -0.843 1.624 -1.480
H 1.445 1.847 -0.494
H 0.877 0.411 0.395
H 0.768 1.899 1.123
H 2.609 -0.695 -2.265
H 1.477 -0.863 -1.244
O 2.402 -0.637 -1.448
H 0.198 -2.130 2.642
H 1.287 -1.775 1.573
O 1.030 -2.125 2.363
```

- Kohn-Sham gap (eV) = 11.83
- molar mass (g mol⁻¹) = 94.15
- LUMO energy (eV) = 0.693
- SMILES = CCCC.O.O



Most stable: <a> (next structure +129.8 kJ/mol)



<a>
C15H22N2O4 | wB97M-V/def2-TZVPD

Geometry as XYZ:
```
43
C15H22N2O4, DFT wB97M-V/def2-TZVPD
C -1.740 -2.720 1.866
C -0.745 -2.916 0.728
C -0.645 -1.656 -0.127
H -1.627 -1.428 -0.547
H -0.350 -0.818 0.506
C 0.363 -1.780 -1.271
N 1.728 -1.680 -0.806
C 2.460 -0.565 -0.986
O 2.203 0.338 -1.745
O 3.595 -0.630 -0.236
C 4.415 0.527 -0.234
H 4.387 0.994 -1.225
C 3.956 1.528 0.838
N 2.731 2.204 0.485
C 1.525 1.635 0.743
O 1.334 0.717 1.500
O 0.566 2.294 0.053
C -0.752 1.873 0.164
C -1.451 1.680 -1.019
C -2.778 1.281 -0.991
C -3.389 1.074 0.240
C -2.690 1.271 1.417
C -1.367 1.677 1.392
H -0.815 1.825 2.306
H -3.177 1.107 2.366
H -4.421 0.755 0.276
C -3.539 1.086 -2.268
H -4.052 2.009 -2.538
H -2.868 0.822 -3.082
H -4.289 0.306 -2.158
H -0.936 1.838 -1.954
H 2.754 2.808 -0.324
H 3.767 0.987 1.768
H 4.737 2.275 0.995
H 5.424 0.174 -0.011
H 2.010 -2.279 -0.046
H 0.224 -0.966 -1.986
H 0.236 -2.735 -1.791
H 0.233 -3.157 1.150
H -1.058 -3.758 0.106
H -1.812 -3.617 2.475
H -1.424 -1.894 2.498
H -2.727 -2.488 1.471
```

- Kohn-Sham gap (eV) = 9.80
- molar mass (g mol⁻¹) = 294.35
- LUMO energy (eV) = 0.890
- SMILES = CCCCNC(=O)OCCNC(=O)Oc1cccc(C)c1



<b>
C15H22N2O4 | wB97M-V/def2-TZVPD

Geometry as XYZ:
```
43
C15H22N2O4, DFT wB97M-V/def2-TZVPD
C 0.915 0.619 -0.335
C 0.169 0.993 1.017
C 1.873 1.705 -0.870
C 2.693 0.961 -2.025
C 2.462 1.141 -3.440
C 4.025 0.361 -1.731
C 3.347 0.666 -4.404
C 4.931 0.045 -2.676
C 4.593 0.198 -4.082
C -1.976 0.694 2.170
C -1.324 0.446 3.492
C -3.343 0.074 1.911
C -3.555 -1.343 2.164
C -2.574 -2.144 1.278
C -4.953 -1.676 1.987
H 0.127 -0.786 -1.788
H -0.467 0.790 -1.749
H 1.748 0.004 0.050
H 2.608 2.250 -0.101
H 1.381 2.507 -1.523
H 1.695 1.892 -3.767
H 4.135 0.152 -0.566
H 3.338 0.841 -5.456
H 6.042 -0.147 -2.449
H 6.229 -0.865 -4.386
H -1.173 -0.234 0.132
H -1.882 1.817 2.246
H -3.684 0.390 0.985
H -3.926 0.501 2.801
H -3.184 -1.625 3.155
H -1.535 -1.941 1.745
H -3.002 -3.212 1.062
H -2.543 -1.534 0.306
H -5.108 -1.503 0.932
H -5.262 -2.620 2.301
H -5.572 -1.099 2.747
H -0.191 -0.714 4.308
N -0.090 0.093 -1.197
N -1.041 0.443 0.981
O 0.669 1.604 1.979
O 5.609 -0.189 -4.986
O -1.986 0.765 4.494
O -0.217 -0.318 3.289
```

- Kohn-Sham gap (eV) = 9.14
- molar mass (g mol⁻¹) = 294.35
- LUMO energy (eV) = 0.566
- SMILES = CC(C)C[C@H](NC(=O)[C@@H](N)Cc1ccc(O)cc1)C(=O)O



<c>
C15H22N2O4 | wB97M-V/def2-TZVPD

Geometry as XYZ:
```
43
C15H22N2O4, DFT wB97M-V/def2-TZVPD
C -0.725 -1.980 -0.530
C -1.197 -0.688 -1.183
C -0.893 -2.051 0.991
C -0.617 -3.418 1.592
C -0.030 -0.876 1.667
C 1.499 -1.281 2.137
C -0.476 1.000 -2.738
C -0.020 0.935 -4.176
C 0.344 2.086 -1.946
C 0.274 2.039 -0.346
C -1.032 2.160 0.281
C 1.417 2.062 0.519
C -1.191 2.346 1.594
C 1.282 2.069 1.852
C -0.012 2.224 2.381
H 0.557 -3.152 -1.587
H 1.205 -2.603 -0.312
H -1.447 -2.724 -0.851
H -1.893 -1.839 1.317
H 0.371 -3.734 1.408
H -1.323 -4.153 1.145
H -0.684 -3.371 2.669
H -0.051 -0.044 1.026
H -0.460 -0.844 2.603
H 1.696 -2.274 1.785
H 1.719 -1.234 3.221
H 2.091 -0.650 1.653
H 0.532 -0.788 -2.209
H -1.610 1.236 -2.588
H 0.077 3.042 -2.199
H 1.440 1.821 -2.144
H -1.843 1.981 -0.295
H 2.391 2.020 0.102
H -2.165 2.362 2.182
H 2.133 2.136 2.539
H 0.564 2.063 4.241
H -0.104 2.276 -5.671
N 0.647 -2.307 -1.100
N -0.335 -0.335 -2.165
O -2.340 -0.250 -1.097
O 0.715 0.126 -4.658
O -0.123 2.481 3.683
O -0.384 2.130 -4.793
```

- Kohn-Sham gap (eV) = 8.85
- molar mass (g mol⁻¹) = 294.35
- LUMO energy (eV) = 0.623
- SMILES = CC[C@H](C)[C@H](N)C(=O)N[C@@H](Cc1ccc(O)cc1)C(=O)O



Most stable: <a> (next structure +317.5 kJ/mol)



<a>
C22H27N5O3 | wB97M-V/def2-TZVPD

Geometry as XYZ:
```
57
C22H27N5O3, DFT wB97M-V/def2-TZVPD
C 1.592 2.206 -5.120
H 2.405 1.590 -5.493
H 1.198 2.797 -5.941
H 1.983 2.882 -4.362
C 0.494 1.317 -4.547
N 0.978 0.521 -3.428
C 1.530 -0.671 -3.717
O 1.625 -1.089 -4.856
C 2.071 -1.530 -2.555
N 1.059 -1.929 -1.618
C 1.030 -1.638 -0.305
C -0.105 -2.168 0.287
C -0.528 -2.014 1.647
O -1.438 -2.639 2.180
C 0.182 -0.930 2.472
O 0.923 -0.082 2.002
N -0.153 -1.022 3.766
C 0.230 -0.081 4.787
C -0.972 0.733 5.276
H -1.763 0.050 5.590
H -0.670 1.328 6.140
C -1.524 1.666 4.190
N -0.671 2.801 3.969
C -0.687 3.970 4.655
N 0.238 4.793 4.251
C 0.898 4.139 3.259
C 0.353 2.903 3.067
H 0.601 2.109 2.393
H 1.719 4.601 2.747
H -1.396 4.177 5.432
H -1.631 1.116 3.251
H -2.510 2.032 4.492
H 0.672 -0.624 5.629
H 0.986 0.577 4.353
H -0.833 -1.743 3.987
C -0.812 -2.859 -0.761
C -2.001 -3.578 -0.805
C -2.402 -4.097 -2.018
C -1.647 -3.908 -3.177
C -0.466 -3.193 -3.160
C -0.058 -2.673 -1.940
H 0.110 -3.040 -4.059
H -1.996 -4.329 -4.108
H -3.319 -4.664 -2.079
H -2.579 -3.722 0.094
H 1.818 -1.084 0.167
H 2.507 -2.418 -3.027
H 2.863 -0.994 -2.027
C 0.858 1.122 -2.117
H 1.573 0.672 -1.431
C -0.552 0.995 -1.538
H -1.257 1.617 -2.083
H -0.900 -0.033 -1.584
H -0.543 1.311 -0.499
H 1.115 2.182 -2.208
H 0.147 0.626 -5.319
H -0.348 1.919 -4.202
```

- Kohn-Sham gap (eV) = 8.29
- molar mass (g mol⁻¹) = 409.49
- LUMO energy (eV) = -0.176
- SMILES = CCN(CC)C(=O)Cn1cc(C(=O)C(=O)NCCCn2ccnc2)c2ccccc21



<b>
C22H27N5O3 | wB97M-V/def2-TZVPD

Geometry as XYZ:
```
57
C22H27N5O3, DFT wB97M-V/def2-TZVPD
C -0.417 -0.621 -5.787
C -1.178 -1.003 -4.523
C -2.452 -0.175 -4.366
C -3.153 -0.561 -3.069
C -2.199 -0.386 -1.892
N -1.024 -1.214 -2.093
C -0.196 -1.313 -0.910
C 0.258 -0.005 -0.341
N 0.742 0.992 -1.065
C 0.989 1.988 -0.190
C 0.644 1.602 1.094
N 0.156 0.319 0.971
C -0.206 -0.500 2.092
C 0.789 -1.647 2.277
O 1.699 -1.809 1.498
C 0.562 -2.536 3.436
C -0.403 -2.297 4.415
C -0.548 -3.178 5.471
C 0.257 -4.302 5.564
C 1.220 -4.547 4.598
C 1.371 -3.670 3.543
H 2.116 -3.840 2.779
H 1.851 -5.420 4.669
H 0.136 -4.984 6.393
H -1.294 -2.986 6.228
H -1.033 -1.423 4.370
H -1.214 -0.908 1.968
H -0.183 0.149 2.975
C 0.800 2.459 2.221
O 0.507 2.211 3.381
N 1.346 3.689 1.854
C 1.703 4.111 0.578
O 2.169 5.213 0.377
N 1.503 3.218 -0.453
C 1.847 3.586 -1.809
H 0.944 3.801 -2.381
H 2.475 4.473 -1.770
H 2.375 2.756 -2.276
C 1.556 4.627 2.944
H 2.215 4.178 3.687
H 2.001 5.530 2.536
H 0.601 4.854 3.419
H 0.686 -1.911 -1.159
H -0.762 -1.856 -0.147
C -0.300 -0.808 -3.286
H 0.592 -1.434 -3.366
H 0.024 0.241 -3.220
H -2.691 -0.704 -0.967
H -1.934 0.681 -1.792
H -4.042 0.054 -2.914
H -3.462 -1.606 -3.120
H -3.116 -0.338 -5.217
H -2.192 0.886 -4.339
H -1.458 -2.060 -4.576
H 0.476 -1.233 -5.896
H -1.042 -0.764 -6.666
H -0.114 0.423 -5.747
```

- Kohn-Sham gap (eV) = 8.12
- molar mass (g mol⁻¹) = 409.49
- LUMO energy (eV) = -0.114
- SMILES = C[C@@H]1CCCN(Cc2nc3c(c(=O)n(C)c(=O)n3C)n2CC(=O)c2ccccc2)C1



Most stable: <b> (next structure +54.2 kJ/mol)